(1)
{"formula": "C4H11NO2", "method": "ωB97M-V with the def2-TZVPD basis set", "homo_energy_ev": -7.7983, "de_lowest_ev": 4.270, "symbols": ["C", "O", "O", "H", "H", "H", "H", "C", "C", "C", "N", "H", "H", "H", "H", "H", "H", "H"], "coordinates": [[-1.5732, -0.8439, -0.1124], [-2.0359, -0.5982, -1.4248], [-1.0497, -2.1598, 0.0145], [-1.2629, -0.4966, -1.9962], [-1.6828, -2.7983, -0.3493], [-2.4788, -0.7629, 0.5023], [-0.1837, -0.3323, -0.1110], [2.1983, -0.6067, 0.0054], [-0.4300, 1.9569, 0.4589], [0.8729, 1.3319, 0.5518], [1.0161, 0.2195, -0.1027], [1.5310, 1.5464, 1.3984], [2.8145, -0.3204, 0.8626], [2.7874, -0.5401, -0.9108], [1.8646, -1.6407, 0.1110], [-0.7546, 2.1380, -0.5657], [-0.4936, 2.8926, 1.0078], [-1.1395, 1.0147, 0.6603]]}

(2)
{"formula": "C5H13IP", "method": "ωB97M-V with the def2-TZVPD basis set", "charge": 1, "homo_energy_ev": -13.0906, "de_lowest_ev": 2.043, "symbols": ["C", "C", "C", "C", "C", "P", "I", "H", "H", "H", "H", "H", "H", "H", "H", "H", "H", "H", "H", "H"], "coordinates": [[1.9309, 2.9647, 1.9046], [0.5319, -0.1899, -1.7852], [-2.6258, -2.0091, 0.3381], [2.2845, 1.9501, 1.1870], [-0.8428, -0.3442, -1.2183], [-0.8531, -1.5107, 0.1952], [0.3797, -3.3226, -0.5432], [-0.4339, -0.8680, 1.4191], [1.6934, 2.7737, 2.9566], [2.0004, 4.0236, 1.5514], [0.8575, -0.9706, -2.6072], [0.6527, 0.8412, -2.3100], [1.1894, 0.0015, -0.9229], [-3.1916, -1.2234, 0.7186], [-2.7795, -2.7608, 1.0909], [-2.8155, -2.2763, -0.6191], [2.5569, 2.1280, 0.1209], [2.5440, 0.8655, 1.4013], [-1.7348, -0.6777, -1.9527], [-1.3440, 0.6050, -0.9250]]}

(3)
{"formula": "C5H8ClN2S", "method": "ωB97M-V with the def2-TZVPD basis set", "charge": 1, "homo_energy_ev": -12.7060, "smiles": "[NH3+]\\C(S)=N/C=C\\C=C\\Cl", "de_lowest_ev": 2.619, "symbols": ["N", "C", "S", "N", "C", "C", "C", "C", "Cl", "H", "H", "H", "H", "H", "H", "H", "H"], "coordinates": [[-0.5509, 0.4820, -1.4065], [-0.4487, 1.1863, 0.0733], [-1.9048, 2.0888, 0.2347], [0.5973, 1.2166, 0.7119], [1.7674, 0.5194, 0.6941], [1.7159, -0.7683, 0.3721], [0.4810, -1.4384, -0.0364], [-0.6719, -1.2161, 0.6620], [-2.1855, -1.9487, 0.1965], [0.2110, -0.1803, -1.9255], [-1.0371, 1.0407, -2.1217], [-1.2655, -0.2409, -1.2388], [-1.7150, 2.3558, 1.4456], [2.6175, 1.2462, 0.9195], [2.6378, -1.4129, 0.6296], [0.5543, -2.2224, -0.7987], [-0.8028, -0.7076, 1.5882]]}

(4)
{"formula": "CH3ClNO2S", "method": "ωB97M-V with the def2-TZVPD basis set", "charge": -1, "homo_energy_ev": -4.0471, "de_lowest_ev": 2.463, "symbols": ["C", "N", "O", "O", "S", "Cl", "H", "H", "H"], "coordinates": [[0.0988, -0.0700, -0.2492], [3.3688, -0.1995, 0.7345], [1.8885, -2.0390, 0.3594], [1.2335, 0.1487, -0.9869], [2.6356, -1.0098, -0.3712], [4.3438, 1.0381, 0.0114], [-0.4256, 0.8498, -0.1124], [-0.5218, -0.7871, -0.6943], [0.2921, -0.3990, 0.8816]]}

(5)
{"formula": "C6H12ClN", "method": "ωB97M-V with the def2-TZVPD basis set", "homo_energy_ev": -9.1543, "smiles": "N=C1CC1.C=CC.Cl", "de_lowest_ev": 4.598, "symbols": ["N", "C", "C", "C", "H", "H", "H", "H", "H", "C", "C", "C", "H", "H", "H", "H", "H", "H", "Cl", "H"], "coordinates": [[-0.3866, 1.1506, -1.6629], [-0.5163, 1.8567, -0.6879], [-1.2390, 2.0194, 0.6348], [-0.1131, 2.9512, 0.1160], [-1.0374, 0.2749, -1.5200], [-0.8437, 1.3987, 1.2963], [-2.2357, 2.3252, 0.5246], [-0.2525, 4.0113, -0.1767], [0.8277, 2.8954, 0.5834], [1.2653, -3.1497, -0.3249], [0.6112, -2.0624, 0.0416], [1.3632, -0.8200, 0.4145], [0.8761, -4.1011, -0.7173], [2.3390, -3.1027, -0.6873], [-0.4172, -2.0752, 0.3132], [1.4648, -0.6666, 1.4255], [0.8321, 0.1739, 0.1546], [2.2386, -0.9102, -0.0860], [-2.9401, -0.8199, 0.4897], [-1.8365, -1.3496, -0.1312]]}

(6)
{"formula": "C6H12O2S", "method": "ωB97M-V with the def2-TZVPD basis set", "homo_energy_ev": -8.1767, "smiles": "C=S(C)(C)=O.CC=C=O", "de_lowest_ev": 6.029, "symbols": ["C", "S", "C", "C", "O", "H", "H", "H", "H", "H", "H", "H", "H", "C", "C", "C", "O", "H", "H", "H", "H"], "coordinates": [[-0.3608, 0.1415, 1.5121], [1.1547, 0.3530, 0.7970], [1.1217, 1.9007, -0.0710], [2.8686, 0.0895, 1.6454], [1.2555, -0.7097, -0.1702], [-0.3081, 0.7913, 2.4157], [-0.4370, -0.8794, 1.7744], [1.3434, 1.7701, -1.1189], [0.0778, 2.1563, 0.0337], [1.7804, 2.6141, 0.3447], [2.8866, 0.5747, 2.6003], [2.7302, -0.9652, 1.7913], [3.5556, 0.3706, 0.8660], [-1.5003, 0.3930, -2.7478], [-1.8847, -0.4786, -1.6352], [-3.0253, -0.6402, -1.0812], [-3.8891, -1.0398, -0.4041], [-0.4017, 0.4709, -2.7088], [-1.8624, 1.4606, -2.6538], [-1.6580, -0.0796, -3.6891], [-1.1572, -0.6305, -0.7770]]}

(7)
{"formula": "C3H4F3NO3S", "method": "ωB97M-V with the def2-TZVPD basis set", "multiplicity": 3, "homo_energy_ev": [-7.4152, -11.4159], "s2": 2.01, "symbols": ["C", "C", "C", "N", "O", "O", "O", "F", "F", "F", "S", "H", "H", "H", "H"], "coordinates": [[2.4222, -0.5663, -0.8584], [1.1761, 0.1068, -0.1966], [0.2976, -0.9173, 0.3443], [-2.2223, 1.8896, 1.3985], [-2.6864, 2.5068, 2.2292], [-2.5198, 0.2085, -1.3286], [-3.4710, 0.5406, 0.8815], [1.6958, 0.8187, 0.8633], [-0.8991, -0.6736, 0.9642], [0.1292, -2.1085, -0.3527], [-3.0711, -0.4336, -0.1815], [2.8644, -0.0592, -1.6700], [3.1562, -0.5360, -0.1016], [2.3201, -1.6020, -1.0804], [0.8080, 0.8257, -0.9112]]}

(8)
{"formula": "C5H20FHfN10O5", "method": "ωB97M-V with the def2-TZVPD basis set", "charge": 3, "homo_energy_ev": -17.6118, "de_lowest_ev": 2.719, "symbols": ["Hf", "F", "C", "O", "N", "N", "H", "H", "H", "H", "C", "O", "N", "N", "H", "H", "H", "H", "C", "O", "N", "N", "H", "H", "H", "H", "C", "O", "N", "N", "H", "H", "H", "H", "C", "O", "N", "N", "H", "H", "H", "H"], "coordinates": [[0.7889, -2.4320, 0.2155], [-0.0447, -0.5177, 0.1352], [-1.4201, -0.5947, -3.7815], [-1.7355, -1.5205, -4.5199], [-1.1051, 0.6480, -4.2706], [-1.4654, -0.7208, -2.3943], [-1.0518, 0.7890, -5.2671], [-0.5807, 1.2810, -3.6942], [-1.1052, 0.0004, -1.7983], [-1.4391, -1.6799, -2.0944], [-2.8348, 2.0295, 1.3591], [-3.3786, 3.0888, 1.6341], [-2.3645, 1.7456, 0.1042], [-2.4362, 1.1342, 2.3218], [-1.5992, 1.0989, 0.0412], [-2.5237, 2.4613, -0.5899], [-2.1160, 0.2434, 1.9820], [-2.9364, 1.2108, 3.1943], [-1.2713, -2.3746, 3.0696], [-0.4360, -2.2086, 2.0986], [-2.2080, -3.3314, 3.0407], [-1.2807, -1.5168, 4.0899], [-2.6642, -3.5456, 3.9180], [-2.4993, -3.8821, 2.2505], [-0.8461, -0.6098, 3.9966], [-1.9721, -1.5525, 4.8260], [2.5248, 2.5515, 1.3181], [3.0396, 3.6021, 0.9890], [1.4180, 2.0484, 0.6655], [3.0930, 1.7220, 2.2660], [1.0443, 2.4655, -0.1689], [1.1019, 1.0989, 0.7882], [2.6185, 0.8649, 2.4802], [3.6142, 2.1994, 2.9876], [2.7284, -0.9641, -2.3023], [2.0275, -1.5335, -1.3733], [3.5437, -1.6576, -3.1029], [2.6590, 0.3610, -2.4871], [3.9137, -2.5463, -2.8023], [3.9776, -1.1755, -3.8757], [3.2161, 0.7572, -3.2297], [2.0054, 0.9620, -2.0192]]}

(9)
{"formula": "C7H6Cl2CoN2O3Tl", "method": "ωB97M-V with the def2-TZVPD basis set", "charge": 4, "multiplicity": 5, "homo_energy_ev": [-22.7160, -22.6466], "s2": 6.06, "de_lowest_ev": 0.000, "symbols": ["Tl", "Co", "Cl", "Cl", "C", "C", "C", "O", "O", "O", "C", "C", "N", "C", "C", "N", "H", "H", "H", "H", "H", "H"], "coordinates": [[3.4137, 1.8593, -1.5951], [-0.0310, -0.5517, 1.9129], [3.2318, 2.1508, -4.2415], [1.7160, 0.5269, 2.4963], [-0.1626, -2.1572, 2.5923], [5.6079, 2.6678, -3.4048], [7.3213, 2.4744, -1.1604], [-0.2872, -3.2079, 3.0750], [6.1151, 3.0194, -4.3626], [8.4037, 2.6155, -0.8534], [-2.3887, -2.3323, -0.4591], [-2.6353, -1.1280, 0.3343], [-1.8492, -0.5053, 1.2211], [-2.5715, 0.5769, 1.7352], [-3.7861, 0.6028, 1.1138], [-3.8090, -0.4759, 0.2469], [-3.1770, -3.0688, -0.2465], [-2.4432, -2.0854, -1.5293], [-1.3972, -2.7090, -0.1803], [-2.1501, 1.2145, 2.4837], [-4.5872, 1.2940, 1.2096], [-4.5342, -0.7807, -0.3882]]}

(10)
{"formula": "C3H9N2O", "method": "ωB97M-V with the def2-TZVPD basis set", "multiplicity": 2, "homo_energy_ev": [-8.6297, -8.6070], "s2": 0.75, "de_lowest_ev": 1.719, "symbols": ["C", "O", "H", "H", "H", "C", "N", "C", "N", "H", "H", "H", "H", "H", "H"], "coordinates": [[-0.5272, -1.7493, -1.9670], [-0.2102, -0.7218, -1.1127], [0.3800, -2.2462, -2.3620], [-1.1148, -2.5503, -1.5032], [-1.1145, -1.4433, -2.8430], [-1.4138, 1.2887, 0.5639], [-0.2875, 0.7187, 1.2951], [0.9131, 0.5983, 0.6205], [1.9335, 0.0187, 1.0967], [-2.2533, 1.3925, 1.2535], [-1.0721, 2.2550, 0.1895], [-1.6396, 0.7225, -0.3482], [-0.5903, -0.0669, 1.8517], [0.9086, 1.1954, -0.2943], [2.7514, 0.1099, 0.5074]]}

(11)
{"formula": "C4H9O3", "method": "ωB97M-V with the def2-TZVPD basis set", "charge": -1, "homo_energy_ev": -4.5598, "de_lowest_ev": 0.321, "symbols": ["O", "C", "O", "H", "H", "C", "O", "C", "C", "H", "H", "H", "H", "H", "H", "H"], "coordinates": [[-0.5143, 0.8901, 2.1814], [0.5580, 1.4135, 1.8552], [1.2936, 1.1708, 0.8744], [0.8624, 2.3027, 2.4639], [1.3900, -0.2455, -0.1374], [-0.1111, -1.4352, -0.3056], [1.1906, -1.0441, -0.6665], [-1.2058, -0.5164, -0.8702], [-0.9312, -0.0963, -2.3076], [-0.1884, -1.4700, 0.7800], [-0.2542, -2.4439, -0.6885], [-1.2679, 0.3604, -0.2259], [-2.1710, -1.0330, -0.8302], [-1.7786, 0.4499, -2.7191], [-0.7337, -0.9597, -2.9390], [-0.0779, 0.5670, -2.3551]]}

(12)
{"formula": "C5H10N4S", "method": "ωB97M-V with the def2-TZVPD basis set", "homo_energy_ev": -8.7475, "smiles": "CCCCSc1nn[nH]n1", "de_lowest_ev": 0.000, "symbols": ["C", "C", "C", "C", "S", "C", "N", "N", "N", "N", "H", "H", "H", "H", "H", "H", "H", "H", "H", "H"], "coordinates": [[1.6670, 1.6522, -1.2638], [2.0292, 1.4306, 0.2012], [2.5994, 0.0343, 0.4795], [1.5621, -0.9991, 0.8962], [0.4068, -1.4883, -0.4406], [-0.9223, -0.4499, -0.0926], [-1.0201, 0.3669, 0.9856], [-2.1534, 0.9552, 0.8978], [-2.7361, 0.5192, -0.1901], [-2.0097, -0.3642, -0.8531], [0.9212, 0.9392, -1.6042], [1.2677, 2.6547, -1.4033], [2.5481, 1.5450, -1.8933], [1.1494, 1.5906, 0.8275], [2.7741, 2.1772, 0.4850], [3.3156, 0.0979, 1.3030], [3.1382, -0.3248, -0.3999], [2.0522, -1.9292, 1.1844], [0.9462, -0.6360, 1.7166], [-3.6469, 0.8203, -0.5037]]}

F_max for every record listed, in sequence, given in eV Å⁻¹: 2.5 4.6 3.5 3.3 4.8 3.3 5.0 7.1 7.8 1.3 0.9 1.5.